Formula: C37H41BBr3N5O3Ti
Source: OMol25
Level of theory: the ωB97M-V functional and the def2-TZVPD basis

XYZ file:
```
91
C37H41BBr3N5O3Ti the ωB97M-V functional and the def2-TZVPD basis
Ti 1.07741 1.12202 0.01536
Br 5.34498 -0.47259 -1.51374
C 4.99334 1.30140 -0.91713
C 5.98361 2.26840 -0.90449
C 5.68071 3.54265 -0.46546
Br 7.08465 4.83461 -0.44940
C 4.38810 3.90942 -0.04068
C 3.99136 5.18936 0.39216
C 2.66992 5.38683 0.75989
C 1.77178 4.33456 0.73059
N 2.11097 3.08640 0.36651
C 3.39189 2.89387 -0.04529
C 3.69158 1.57505 -0.48416
O 2.74032 0.67881 -0.45581
H 6.97846 2.02945 -1.24047
H 4.70308 5.99876 0.43629
H 2.34261 6.36584 1.08313
H 0.73678 4.49085 1.01905
Br -3.22549 3.83608 5.77560
C -2.39513 3.26651 4.15782
C -1.01284 3.27136 4.05976
C -0.41957 2.88089 2.87882
C -1.18523 2.48343 1.77380
C -2.58307 2.49130 1.90626
C -3.18109 2.86520 3.08849
N -0.56649 2.18754 0.57410
C -1.14247 2.70084 -0.52213
C -0.54632 2.55221 -1.77863
C -1.12252 3.04865 -2.97233
C -0.48046 2.84702 -4.16346
C 0.73352 2.13890 -4.16930
C 1.24445 1.67854 -2.97432
N 0.65025 1.88957 -1.80195
H -0.40874 3.60177 4.89059
H 0.65259 2.95084 2.77392
H -3.19397 2.16892 1.07687
H -4.25640 2.85842 3.18012
H -2.03195 3.32527 -0.43851
H -2.06954 3.56204 -2.91380
H -0.90267 3.21399 -5.08677
H 1.26164 1.95261 -5.08796
H 2.16822 1.10530 -2.94294
C 2.54847 -1.20924 1.86940
N 1.80496 0.02946 2.15739
C 2.79890 0.95274 2.71524
C 0.78941 -0.25597 3.19145
C -0.37108 -1.14180 2.69806
N -1.61453 -0.39766 2.51942
C -2.39083 -0.89282 1.39462
C -2.40583 -0.39381 3.73436
H 3.13357 -1.52377 2.74535
H 3.21590 -1.04479 1.02515
H 1.87624 -2.01606 1.59967
H 3.22599 0.55634 3.64970
H 2.37278 1.93109 2.92621
H 3.61565 1.07598 2.00359
H 0.36749 0.68814 3.54289
H 1.28912 -0.74528 4.04532
H -0.51720 -1.97725 3.40516
H -0.09417 -1.55772 1.73192
H -3.32756 -0.34034 1.33942
H -2.62615 -1.96704 1.47433
H -1.83246 -0.71881 0.47271
H -2.75814 -1.40220 4.01251
H -3.27859 0.24464 3.60407
H -1.81218 0.00153 4.55767
C -3.91582 -5.65057 -2.17827
C -2.81368 -5.24013 -3.16620
C -3.45767 -4.50794 -4.34397
C -2.12082 -6.49192 -3.71662
C -1.80893 -4.37890 -2.42137
C -1.02483 -4.97775 -1.43414
C -0.11441 -4.26958 -0.67222
C -0.03946 -2.91176 -0.89730
O 0.67580 -1.96820 -0.24138
B 0.30483 -0.71419 -0.75019
O -0.61287 -0.94080 -1.79251
C -0.83022 -2.28458 -1.86168
C -1.69762 -3.01034 -2.65269
H -4.67234 -6.24296 -2.68846
H -4.39524 -4.76857 -1.75704
H -3.50854 -6.24349 -1.36215
H -4.13395 -5.18623 -4.86009
H -2.69572 -4.17840 -5.04663
H -4.03632 -3.64999 -4.01180
H -2.83555 -7.08890 -4.27801
H -1.71357 -7.11269 -2.92410
H -1.30445 -6.20519 -4.37539
H -1.13889 -6.03141 -1.23455
H 0.49023 -4.74983 0.08387
H -2.27798 -2.50396 -3.40309
```

Calculated values
Expectation value of S²: 2.02
Net charge: 0
DFT total energy in eV: -286549.7886
Highest occupied orbital energy (spin up / spin down) in eV: -6.03 / -7.92
Energy above the lowest of the compared OMol25 structures with the same formula, charge and spin in kJ/mol: 64.8
Orbital gap (spin up / spin down) in eV: 5.3363 / 7.1608
Spin multiplicity: 3